Entry 1:
Molecular formula: C36H60BrCl2F3O8
Method: DFT, wB97M-V/def2-TZVPD

XYZ file:
```
110
Properties=species:S:1:pos:R:3:forces:R:3:mulliken_charge:R:1
C 3.601827 3.122388 1.975327 -0.149 -0.245 -0.045 -0.843
O 2.349070 3.249141 1.336907 -0.013 0.040 0.006 -0.132
C 2.383758 3.997623 0.131890 0.011 0.015 -0.097 0.257
C 1.200221 4.979414 0.025248 0.354 0.093 0.324 -1.033
C 0.020956 4.663807 0.944585 -0.164 0.015 -0.174 -1.226
C -0.831567 3.451379 0.555425 0.311 0.293 -0.338 0.332
C -1.325859 3.489300 -0.895305 -0.381 0.328 0.265 -1.030
C -2.435079 2.474785 -1.223263 0.719 0.228 0.082 -1.059
C -1.952903 1.045396 -1.550856 -0.752 0.226 0.015 2.522
O -1.148690 0.682874 -0.445242 0.387 0.116 -0.411 -0.187
C -0.550758 -0.604153 -0.381629 0.308 -0.516 0.405 0.830
C 0.172745 -0.692219 0.971410 -0.208 0.327 -0.196 -1.800
C 1.674842 -0.367385 0.937654 -0.015 -0.070 0.780 0.712
C 2.641638 -1.457630 1.456983 0.220 0.170 -0.770 0.960
C 2.215105 -2.883730 1.075317 -0.352 0.308 0.386 -1.795
C 4.034588 -1.134620 0.875870 -0.216 -0.075 0.090 0.021
C 4.200428 -1.467826 -0.612659 0.810 0.643 0.690 0.266
C 5.526105 -1.071377 -1.258870 -0.117 0.048 0.430 -1.060
C 5.781217 0.147592 -1.781417 0.228 -0.156 0.162 0.704
C 5.539780 1.429239 -1.014819 -1.181 0.008 -0.824 -0.886
C 6.339223 0.288120 -3.179445 1.001 0.064 0.735 -1.386
C -1.257829 1.092664 -2.919119 -0.035 -0.341 -0.030 -0.220
Cl -2.346530 1.016435 -4.271143 -0.121 0.112 -0.003 -0.175
C 0.034791 1.264592 -3.177871 0.152 0.093 0.361 0.301
C 1.148880 1.395528 -2.185816 0.270 0.229 -0.358 -1.061
Cl 0.602338 1.372635 -4.813775 0.069 -0.069 -0.092 -0.227
C -3.202764 0.111355 -1.540842 -0.037 -0.200 -0.070 -1.354
C -4.558621 0.685515 -1.980835 -0.486 -0.232 -0.116 -1.131
C -5.452217 1.146775 -0.827447 0.604 0.084 0.329 -0.766
O -6.565392 0.265881 -0.699694 0.041 0.047 -0.066 -0.274
C -7.045173 0.102771 0.603678 -0.239 -0.191 0.026 -0.730
C -8.556246 0.214631 0.598806 0.067 0.300 0.151 0.974
F -9.134563 -0.608073 -0.286522 -0.030 -0.005 -0.029 -0.244
F -8.957401 1.464251 0.315355 -0.018 -0.049 -0.115 -0.275
F -9.040246 -0.087542 1.818078 -0.006 -0.099 -0.007 -0.292
O -2.899676 -1.077029 -2.280219 0.174 0.087 0.116 -0.204
C -3.497734 -2.218028 -1.757787 0.010 -0.118 -0.286 -0.334
Br -3.817719 -3.469331 -3.212033 -0.045 0.036 -0.003 -0.187
H 3.537713 2.262453 2.642845 -0.011 0.055 0.067 0.236
H 4.399482 2.919887 1.253749 0.029 0.108 0.047 0.274
H 3.833236 4.016705 2.563246 0.115 0.017 -0.069 0.308
H 2.391970 3.300769 -0.712632 -0.023 -0.018 0.062 -0.414
H 3.322258 4.559511 0.083422 -0.022 0.021 -0.052 0.614
H 1.568308 5.970892 0.302505 -0.038 0.011 -0.003 0.432
H 0.902673 5.055558 -1.022369 -0.084 -0.020 0.023 0.348
H 0.411067 4.501626 1.949382 -0.033 0.032 0.023 0.391
H -0.613139 5.554868 0.999731 -0.027 -0.020 -0.100 0.463
H -1.727249 3.478082 1.182784 0.118 -0.338 0.181 0.408
H -0.256710 2.546031 0.744840 -0.192 -0.084 0.122 -0.400
H -0.516303 3.457220 -1.626125 -0.007 -0.159 0.023 0.101
H -1.789660 4.476140 -1.022452 0.078 0.016 -0.115 0.576
H -2.976873 2.867247 -2.082867 -0.214 -0.163 0.050 0.558
H -3.086733 2.437565 -0.345989 -0.193 -0.083 -0.147 0.167
H -1.282144 -1.412666 -0.442896 -0.229 0.213 -0.068 -0.452
H 0.161144 -0.764120 -1.195872 -0.126 0.065 -0.123 0.361
H -0.035201 -1.667011 1.413539 0.183 -0.049 -0.028 0.430
H -0.324401 0.038220 1.614349 -0.084 -0.105 0.046 0.459
H 1.998756 -0.070970 -0.057389 -0.189 -0.041 -0.109 -0.821
H 1.836376 0.506730 1.575045 0.097 0.108 -0.197 -0.045
H 2.724525 -1.352540 2.540056 -0.056 -0.222 0.029 0.459
H 1.572655 -2.873820 0.190986 0.243 -0.098 -0.175 0.304
H 3.081732 -3.518206 0.898455 -0.070 -0.112 0.042 0.389
H 1.608834 -3.324335 1.868728 0.087 -0.124 -0.003 0.405
H 4.190748 -0.059460 1.004767 0.109 -0.029 0.086 -0.554
H 4.799869 -1.645868 1.458162 -0.035 0.007 -0.116 0.384
H 4.107179 -2.539098 -0.793996 -0.132 0.004 0.085 0.520
H 3.437579 -0.968338 -1.212916 -0.173 -0.116 0.097 -0.313
H 6.281581 -1.855148 -1.295286 -0.401 -0.348 -1.311 0.349
H 6.415971 2.057682 -1.189477 0.043 -0.017 0.141 0.534
H 5.422926 1.240377 0.046214 0.029 0.050 0.013 0.035
H 4.678151 2.011347 -1.374247 0.022 0.055 0.086 0.126
H 5.590430 -0.060136 -3.887971 0.050 0.047 -0.083 0.271
H 7.248019 -0.311135 -3.302987 -0.083 -0.076 -0.179 0.352
H 6.592315 1.327445 -3.397770 0.014 -0.030 -0.094 0.390
H 1.671942 0.443451 -2.092722 -0.005 -0.009 0.120 0.262
H 1.883783 2.093979 -2.590531 -0.052 0.051 0.021 1.010
H 0.822289 1.769309 -1.221059 -0.075 -0.298 0.067 -0.467
H -3.307704 -0.164989 -0.483383 0.101 0.054 0.015 0.713
H -4.479424 1.446559 -2.750142 0.143 0.055 0.077 0.377
H -5.095225 -0.138550 -2.458030 0.020 0.009 -0.036 0.668
H -4.875131 1.106035 0.104513 -0.028 0.046 0.007 0.548
H -5.772112 2.186832 -0.943272 -0.243 -0.088 -0.103 0.190
H -6.685176 0.857426 1.307068 0.064 0.026 -0.069 0.451
H -6.791944 -0.889748 0.993983 0.050 0.029 0.008 0.319
H -2.834111 -2.750239 -1.077613 -0.106 0.030 0.131 0.231
H -4.472730 -2.024475 -1.311227 0.038 0.005 0.079 0.194
O 5.165299 -2.209029 3.731874 0.067 0.066 0.058 -0.557
C 6.325128 -1.918415 3.743707 -0.009 -0.237 0.120 0.514
O 6.983225 -1.507301 2.632149 -0.004 0.038 -0.012 -0.318
C 8.381237 -1.331121 2.910828 0.122 0.024 0.045 -0.488
C 8.464148 -1.126081 4.419342 -0.048 -0.029 0.057 -0.491
C 7.291654 -1.970691 4.913204 0.143 0.325 -0.094 -0.511
H 8.912019 -2.228164 2.584655 -0.005 -0.013 0.019 0.278
H 8.743138 -0.481516 2.337172 -0.086 -0.001 -0.056 0.319
H 9.428645 -1.409057 4.835181 0.002 -0.050 -0.037 0.328
H 8.287744 -0.076835 4.659837 0.018 0.008 -0.016 0.268
H 7.571897 -3.012473 5.077472 -0.051 -0.014 0.033 0.266
H 6.820719 -1.576167 5.809061 -0.073 -0.151 0.031 0.322
O -5.736099 -4.154766 0.678712 0.009 -0.007 -0.027 -0.611
C -6.753452 -4.327505 0.070870 0.023 0.227 -0.039 0.539
O -6.813176 -5.083094 -1.048139 0.026 -0.048 0.044 -0.342
C -8.125340 -5.011909 -1.630624 -0.139 -0.018 -0.047 -0.423
C -9.049050 -4.607306 -0.487496 0.006 0.035 0.059 -0.623
C -8.123372 -3.742854 0.362593 -0.118 -0.327 -0.029 -0.060
H -8.105167 -4.269598 -2.431257 0.007 0.021 0.017 0.255
H -8.366611 -5.982886 -2.055689 0.104 -0.025 -0.003 0.338
H -9.950194 -4.100412 -0.825773 0.039 0.042 -0.044 0.361
H -9.349894 -5.491188 0.076629 -0.004 -0.014 -0.021 0.273
H -8.128106 -2.703434 0.035543 0.019 0.000 0.025 -0.161
H -8.336474 -3.792441 1.427072 0.078 0.143 0.027 0.416
```
Forces are in eV/Å.

Properties
* multiplicity: 1
* frontier orbital gap: 0.2976 Ha
* lowest unoccupied orbital energy: 0.53 eV
* HOMO level: -7.568 eV

Entry 2:
Molecular formula: C36H60N4O32
Method: DFT, wB97M-V/def2-TZVPD

XYZ file:
```
132
Properties=species:S:1:pos:R:3:forces:R:3:mulliken_charge:R:1
C 1.201665 -5.934315 -2.445977 0.496 0.892 0.744 -0.748
N -0.224065 -6.162099 -2.113218 -0.525 0.825 3.218 0.877
O -0.722102 -5.515096 -1.153672 1.170 -0.527 -1.947 -0.517
O -0.795302 -7.059572 -2.640692 -0.653 -0.949 -1.296 -0.502
H 1.605561 -5.416552 -1.575999 -0.005 0.099 -0.218 0.305
H 1.255264 -5.271619 -3.309732 0.030 -0.339 -0.070 0.292
H 1.744427 -6.874849 -2.540332 -0.488 0.035 -0.422 0.295
C 0.596039 -9.285629 4.838421 0.261 -0.039 -1.595 -0.684
N 0.153624 -7.944879 5.329252 -0.313 -1.589 -0.162 0.914
O 0.861028 -7.417411 6.114945 2.077 1.026 2.098 -0.542
O -0.831079 -7.440252 4.894125 -1.853 0.237 -1.150 -0.535
H 1.640190 -9.092461 4.592413 -0.027 -0.413 0.051 0.266
H 0.039726 -9.480246 3.921502 0.040 0.072 0.101 0.307
H 0.498326 -10.165959 5.473697 -0.160 0.730 0.631 0.274
C -4.643480 5.780097 -0.215271 0.189 -0.166 0.785 -0.713
N -5.188386 6.970461 -0.890389 -0.468 1.630 -1.856 0.850
O -4.741363 7.283987 -1.987783 0.396 -0.734 0.516 -0.510
O -6.084055 7.622416 -0.378095 0.418 -0.968 0.734 -0.512
H -5.505148 5.162363 0.037783 0.255 -0.027 0.054 0.283
H -4.144902 6.146037 0.682293 -0.309 -0.027 0.141 0.297
H -3.881453 5.257068 -0.793070 -0.484 0.274 -0.397 0.306
C 4.858058 -5.535569 3.707067 -0.738 0.019 0.331 -0.729
N 4.918719 -6.020852 2.289547 -1.489 0.025 0.314 0.852
O 5.749277 -5.476820 1.602950 -0.009 -0.638 -0.515 -0.493
O 4.003690 -6.779119 1.918298 1.831 0.913 0.413 -0.521
H 5.601550 -4.755632 3.871456 -0.048 -0.341 -0.179 0.331
H 4.898635 -6.336465 4.445327 0.318 -0.175 -0.409 0.270
H 3.845392 -5.139891 3.784819 0.105 0.200 0.053 0.291
C 5.462822 -0.979731 -1.477162 0.232 0.151 -0.992 -1.332
C 6.223155 -1.419372 -2.772884 -0.445 1.313 1.512 0.442
C 7.617998 -1.820302 -2.523504 1.574 -0.628 1.461 -0.479
O 7.819922 -3.019741 -3.280973 -0.090 0.685 -1.129 -0.338
C 6.622707 -3.418981 -3.774144 -0.038 -1.830 0.679 0.657
O 6.464911 -4.454145 -4.385905 -0.188 2.436 0.889 -0.541
O 5.655029 -2.582536 -3.247735 -0.930 -2.025 -1.951 -0.330
H 5.810066 -0.028345 -1.074179 0.332 -0.041 -0.123 0.370
H 5.583573 -1.747199 -0.712640 0.026 -0.048 -0.098 0.324
H 4.399023 -0.832242 -1.663417 0.017 -0.193 -0.202 0.338
H 6.350015 -0.670808 -3.554973 -1.191 0.325 -0.148 0.294
H 7.793537 -2.147008 -1.498540 0.110 0.405 0.210 0.281
H 8.257143 -0.979099 -2.791773 0.574 -0.569 -0.099 0.313
C 0.622097 5.970935 -3.236776 -1.264 -0.866 -0.156 -1.347
C 1.649305 4.960859 -3.632709 0.911 0.602 -0.232 0.428
C 1.147010 3.590891 -4.155503 0.840 1.265 1.030 -0.398
O 1.946951 3.446593 -5.330104 -2.155 -2.512 1.264 -0.287
C 2.561210 4.539486 -5.654999 2.912 0.173 -4.141 0.682
O 3.222488 4.511488 -6.706987 -1.423 1.408 2.938 -0.619
O 2.395927 5.512619 -4.764511 -0.106 -0.212 0.055 -0.354
H 0.894269 7.026360 -3.246542 0.361 -0.327 0.133 0.339
H 0.196244 5.654253 -2.284681 0.089 0.340 0.260 0.339
H -0.186904 5.802434 -3.947573 -0.248 0.546 -0.131 0.342
H 2.380706 4.773075 -2.846631 0.102 0.195 0.033 0.307
H 0.068245 3.575345 -4.310903 0.123 -0.131 -0.535 0.321
H 1.430169 2.880033 -3.379226 -0.148 -0.494 -0.506 0.248
C -5.296170 -2.516989 -7.790423 -0.392 1.422 -0.323 -1.498
C -3.877724 -3.108137 -7.644872 -1.607 0.268 -0.231 0.567
C -2.795842 -2.477000 -8.517164 -0.837 -0.099 -0.126 -0.430
O -2.053810 -1.701657 -7.599297 1.282 0.289 0.474 -0.334
C -2.235998 -2.186676 -6.338834 1.050 1.533 2.290 0.717
O -1.555965 -1.954569 -5.328486 -1.972 -0.747 -3.587 -0.595
O -3.403737 -2.829631 -6.339749 -0.088 -1.399 1.167 -0.360
H -5.332735 -1.438864 -7.946646 0.881 0.384 -0.203 0.371
H -5.963903 -2.515184 -6.928882 0.373 -1.088 0.341 0.367
H -5.862425 -2.859334 -8.656589 0.248 -0.640 0.032 0.392
H -4.006015 -4.169870 -7.855453 0.535 -0.199 0.550 0.203
H -3.331346 -1.859211 -9.238041 0.688 0.241 -0.208 0.315
H -2.127541 -3.201592 -8.982387 -0.139 0.045 -0.136 0.285
C -1.230648 -1.381544 2.910239 -0.302 -1.725 -0.948 -1.356
C -0.465990 -0.857165 1.694510 -0.650 0.652 1.638 0.334
C -1.312688 0.155609 0.866541 0.102 -1.176 0.814 -0.427
O -0.457511 1.275273 0.861013 -0.380 1.407 -1.563 -0.322
C 0.586814 1.206082 1.688515 0.756 -0.398 0.653 0.676
O 1.420250 2.081551 1.812513 -1.584 -1.977 0.095 -0.574
O 0.504226 -0.023025 2.336494 1.499 2.601 -0.524 -0.347
H -2.056494 -2.028331 2.613998 -0.371 0.219 -0.271 0.397
H -1.619905 -0.574529 3.530961 0.310 -0.046 -0.070 0.350
H -0.616641 -2.104476 3.447335 0.264 0.509 0.399 0.341
H 0.196545 -1.555069 1.182588 -0.967 -0.443 -0.510 0.331
H -2.263768 0.409506 1.334591 0.214 0.172 0.761 0.245
H -1.694594 -0.194015 -0.092627 1.109 0.173 -0.522 0.349
C 6.917226 0.710088 5.230008 1.485 -0.076 0.410 -1.416
C 8.470130 0.680685 4.958467 -3.235 0.999 0.946 0.414
C 9.371868 0.560529 6.214508 -1.665 1.072 -0.614 -0.388
O 10.337831 -0.344393 5.767629 0.809 0.241 1.358 -0.305
C 9.963144 -0.872435 4.628757 1.102 -1.796 -3.046 0.617
O 10.653516 -1.588762 3.955251 -0.477 0.147 0.815 -0.547
O 8.742026 -0.463482 4.215991 0.900 -0.417 0.232 -0.295
H 6.745172 1.506626 5.953900 -0.354 0.265 -0.289 0.377
H 6.565037 -0.206943 5.702354 0.217 -0.165 -0.071 0.349
H 6.386194 0.840841 4.287142 -0.018 0.243 0.199 0.366
H 8.634913 1.567791 4.346930 0.653 0.073 0.050 0.240
H 8.786929 0.191206 7.056859 0.205 -0.363 0.081 0.300
H 9.780893 1.531813 6.492715 0.367 -0.218 -0.073 0.289
C 3.225446 6.096969 6.785928 -0.375 0.281 0.774 -1.369
C 2.899280 6.900292 8.052003 0.265 -1.500 -0.329 0.448
C 3.524047 6.428223 9.402081 -0.303 0.509 -1.351 -0.305
O 4.035833 7.621210 9.900707 1.021 2.132 0.330 -0.357
C 3.977882 8.686172 8.979389 -0.420 -1.227 1.826 0.639
O 4.336921 9.789138 9.218334 0.202 -0.318 -0.237 -0.494
O 3.371713 8.245402 7.889031 -0.675 -0.270 -0.690 -0.348
H 4.288980 6.073503 6.548319 -0.099 0.157 -0.092 0.354
H 2.607439 6.541714 6.005947 0.433 -0.077 -0.336 0.336
H 2.862409 5.078692 6.925269 0.072 -0.099 0.020 0.378
H 1.816456 6.807851 8.136004 -0.156 0.934 0.116 0.198
H 4.335183 5.720342 9.231542 -0.061 -0.206 0.170 0.248
H 2.777741 6.075164 10.113747 0.095 -0.319 -0.206 0.272
C -7.664228 -2.301671 1.026548 0.211 -0.678 1.263 -1.388
C -7.703724 -2.798011 2.515494 1.619 0.262 -2.693 0.393
C -8.966354 -2.531336 3.222885 -0.316 0.787 1.146 -0.345
O -9.387125 -3.800510 3.680222 -1.418 -0.028 0.971 -0.331
C -8.602292 -4.764501 3.232786 0.470 -1.536 -1.676 0.680
O -8.750171 -5.953273 3.309772 -0.133 1.155 0.671 -0.539
O -7.626071 -4.215040 2.476806 0.635 -0.264 0.180 -0.364
H -8.480184 -2.806328 0.509222 -0.117 0.330 -0.122 0.361
H -6.734518 -2.635846 0.566032 0.013 0.065 0.050 0.346
H -7.713583 -1.214263 0.969846 -0.212 -0.055 -0.056 0.375
H -6.836895 -2.406521 3.047879 0.060 -0.101 0.077 0.267
H -9.711813 -2.048752 2.590835 -0.214 -0.194 0.188 0.263
H -8.721769 -1.934718 4.101707 -0.602 0.252 -0.004 0.282
C -8.320866 2.820046 -7.923614 0.140 0.786 0.319 -1.371
C -7.486085 3.597939 -6.854274 -1.832 0.170 -1.654 0.467
C -8.233249 4.023487 -5.621090 -1.178 2.032 0.807 -0.439
O -7.491362 3.538532 -4.511166 -0.030 0.148 0.185 -0.333
C -6.598584 2.689437 -5.000242 0.981 -3.385 2.794 0.699
O -6.003028 1.843609 -4.334817 -0.826 2.314 -1.415 -0.596
O -6.585859 2.745218 -6.304792 2.949 -2.229 -0.923 -0.333
H -7.731350 2.507440 -8.785490 0.297 0.014 0.249 0.342
H -9.112524 3.445359 -8.336352 -0.054 0.181 0.162 0.378
H -8.795040 1.940364 -7.488401 0.130 0.025 0.174 0.341
H -6.943403 4.440467 -7.282919 -0.134 0.034 -0.278 0.293
H -9.260412 3.678582 -5.502533 0.009 -0.111 -0.326 0.267
H -8.197559 5.108895 -5.527696 -0.446 0.035 -0.068 0.283
```
Forces are in eV/Å.

Properties
* multiplicity: 1
* frontier orbital gap: 0.3729 Ha
* lowest unoccupied orbital energy: -0.24 eV
* HOMO level: -10.387 eV